# 1
Computed, not measured: a structure of composition C16H7BrF5N2O4V, with ωB97M-V/def2-TZVPD.

The geometry in ORCA input format:
```
! wB97M-V def2-TZVPD RIJCOSX def2/J DEFGRID3
* xyz 0 3
V 0.82604 -0.63322 0.67802
Br -2.11692 -2.83828 0.93030
C -0.62114 -3.23023 -0.12831
C -0.64693 -4.39813 -0.87778
C 0.48353 -4.77603 -1.57475
C 1.61638 -3.98005 -1.49157
C 1.55548 -2.82966 -0.74490
N 0.44828 -2.42391 -0.07275
C 2.78330 -1.95340 -0.53299
O 3.80557 -2.19016 -1.12222
O 2.56368 -1.01985 0.34493
H -1.54895 -4.99065 -0.88094
H 0.49129 -5.69160 -2.15043
H 2.54770 -4.22730 -1.97996
O 2.04782 2.09330 -0.68055
C 0.85157 2.02085 -0.56382
N 0.16954 0.90717 -0.05068
C -1.18981 1.14444 -0.01668
O -1.96984 0.31349 0.40132
C -1.43514 2.50323 -0.56952
C -2.60504 3.20167 -0.78347
C -2.50044 4.46732 -1.35222
C -1.26262 5.00203 -1.68887
C -0.08530 4.29314 -1.46676
C -0.19305 3.03930 -0.90411
H -3.56312 2.77579 -0.51625
H -3.39671 5.04521 -1.53664
H -1.21470 5.98730 -2.13427
H 0.88118 4.70477 -1.72602
F 2.23249 -0.06830 2.97730
C 1.06901 -0.70581 2.62813
F 1.19906 -2.01751 3.03679
C -0.03360 -0.05112 3.46131
F 0.19341 -0.01405 4.77502
F -0.18354 1.22695 3.04536
F -1.19850 -0.68669 3.26799
*
```

## Properties
- frontier orbital gap (spin up / spin down) (eV) = 8.04 / 8.92
- LUMO level (spin up / spin down) (hartree) = -0.0451 / -0.0448
- ⟨S²⟩ = 2.0116
- total energy (eV) = -137195.2079
- HOMO level (spin up / spin down) (Ha) = -0.3406 / -0.3726
- energy relative to the best compared isomer or geometry (same formula, charge and spin) (kcal/mol) = 17.1

# 2
Computed, not measured: a structure of composition C26H36AlP, with ωB97M-V/def2-TZVPD.

The geometry in ORCA input format:
```
! wB97M-V def2-TZVPD RIJCOSX def2/J DEFGRID3
* xyz 2 1
C 1.37500 2.15469 0.18952
H 1.58850 2.82591 1.04538
H 2.05861 2.38405 -0.65568
H 1.61219 1.17300 0.51633
C -0.07839 2.38828 -0.30294
H -0.40397 1.55305 -0.96591
H -0.81131 2.43395 0.52444
C -0.11282 3.68312 -1.10705
H -1.10068 4.02859 -1.38545
H 0.36366 4.49775 -0.56775
H 0.42250 3.56440 -2.04368
C -0.94379 -2.11966 -1.16792
C -1.33604 -0.85776 -1.84918
C -0.11823 -0.28305 -2.39001
C 0.95955 -0.93349 -1.77535
C 0.45958 -1.91602 -0.86703
C 1.30980 -2.96564 -0.24705
C 2.37416 -0.77964 -2.22009
C -0.06261 0.58711 -3.59525
C -2.71506 -0.58105 -2.31523
C -1.92459 -2.96429 -0.37556
Al -1.25102 -0.76529 0.12521
H 3.09275 -1.10975 -1.45521
H 2.57667 -1.39406 -3.11796
H 2.61664 0.25818 -2.51142
H 2.31375 -2.59472 -0.05185
H 0.87736 -3.33344 0.68135
H 1.42598 -3.83211 -0.90463
H -2.65029 -2.24674 0.12709
H -2.55552 -3.62321 -0.99049
H -1.40738 -3.57087 0.38564
H -2.78786 0.44451 -2.69079
H -2.95647 -1.29810 -3.11346
H -3.42654 -0.71132 -1.49290
H 0.69744 1.37471 -3.52063
H 0.16748 0.00414 -4.49942
H -1.03929 1.04369 -3.77646
C -0.88144 -2.05540 3.15126
P -0.85042 -0.35233 2.51632
C -2.46749 0.34258 2.96743
C -2.74007 1.67245 2.61567
C -4.01126 2.20179 2.79451
C -5.04544 1.39227 3.26839
C -4.77624 0.06120 3.59682
C -3.50106 -0.47544 3.43991
C 0.38363 0.45400 3.62014
C 1.30342 -0.31029 4.37696
C 2.32869 0.33178 5.09363
C 2.42238 1.72701 5.09691
C 1.45438 2.48028 4.43058
C 0.42767 1.85613 3.72896
H -1.66033 -2.62873 2.64208
H -1.05695 -2.13291 4.23017
H 0.08638 -2.51861 2.92125
H -1.96926 2.28989 2.15779
H -4.20153 3.23913 2.53086
H -6.04465 1.80079 3.41489
H -5.57385 -0.58979 3.95390
H -3.30616 -1.52364 3.65853
H 1.22031 -1.41082 4.44172
H 3.03476 -0.26929 5.67985
H 3.21721 2.21457 5.66693
H 1.50459 3.56086 4.46157
H -0.32834 2.47234 3.24536
*
```

## Properties
- frontier orbital gap (eV) = 6.37
- LUMO level (hartree) = -0.3052
- total energy (eV) = -43415.3520
- HOMO level (Ha) = -0.5394

# 3
Computed, not measured: a cluster of 2 separate species, CH2ClNOS2 in total, with ωB97M-V/def2-TZVPD.

The geometry in ORCA input format:
```
! wB97M-V def2-TZVPD RIJCOSX def2/J DEFGRID3
* xyz 0 1
O -1.50480 1.01309 -2.10004
C -1.52489 0.35454 -1.12897
S -1.11790 1.20404 0.48310
N -1.90976 -0.91541 -0.86809
S -2.25400 -1.81364 0.36647
H -1.60433 2.28857 -0.11392
Cl 1.14934 -1.47474 -0.19471
H 0.47053 -2.20218 -1.01554
*
```

## Properties
- frontier orbital gap (spin up / spin down) (eV) = 6.90 / 6.95
- LUMO level (spin up / spin down) (hartree) = -0.0945 / -0.0932
- total energy (eV) = -38797.4881
- HOMO level (spin up / spin down) (Ha) = -0.3482 / -0.3485
- SMILES = O=C(S)N=S.Cl
- energy relative to the best compared isomer or geometry (same formula, charge and spin) (kcal/mol) = 29.6

# 4
Computed, not measured: a cluster of 2 separate species, C7H15N3 in total, with ωB97M-V/def2-TZVPD.

The geometry in ORCA input format:
```
! wB97M-V def2-TZVPD RIJCOSX def2/J DEFGRID3
* xyz 2 1
C 1.23009 -2.79171 -0.35481
C 0.13892 -0.63248 -0.73455
C 0.11019 -0.83604 -3.69745
C -0.85527 -0.65442 -2.59369
C 0.38949 1.66743 3.49268
C -0.52695 1.08339 2.35230
C 0.43580 0.45212 1.30390
N 0.89133 -1.61870 -0.66849
N -0.07484 0.45659 -0.07321
N -0.49840 0.48673 -3.50716
H 0.57069 -3.34305 0.22906
H 2.08911 -3.22206 -0.70142
H 1.06303 -1.17436 -3.35849
H -0.28585 -1.39159 -4.57540
H -1.98474 -0.90744 -2.43295
H 1.40217 1.65461 3.15706
H -0.10638 2.49982 3.99103
H 0.37544 0.89136 4.29598
H -1.12742 1.83964 1.97716
H -1.18914 0.20374 2.77074
H 1.41381 0.83495 1.36258
H 0.75977 -0.57078 1.50201
H -0.86910 1.04269 -0.44910
H 0.13441 1.27728 -3.25021
H -1.33472 0.85517 -3.97386
*
```

## Properties
- frontier orbital gap (eV) = 8.20
- LUMO level (hartree) = -0.3362
- total energy (eV) = -11950.0854
- HOMO level (Ha) = -0.6376
- energy relative to the best compared isomer or geometry (same formula, charge and spin) (kcal/mol) = 166.7

For each record above, in turn, the calculated max |F| values are 2.628 3.221 3.547 6.102 eV/A.